Record 1
Entry from the Open Molecules 2025 dataset: a 10-piece molecular cluster, C29H61N7O15 overall (ωB97M-V/def2-TZVPD).

For the orbital gap, the calculation gives 4.9 eV. Its total charge is -2. The spin multiplicity is 1. The total energy comes out at -2653.4011 Ha.

Structure (XYZ):
```
112
Properties=species:S:1:pos:R:3:mulliken_charge:R:1
O 1.70 0.43 -0.57 -0.630
C 0.96 -0.04 0.58 2.070
C -0.58 -0.44 0.40 0.990
O -1.03 -1.33 -0.69 -1.164
H 0.99 0.66 1.42 -0.644
H 1.49 -0.94 0.90 -1.789
H -1.17 0.45 0.14 -0.947
H -0.93 -0.83 1.35 0.304
C -2.28 3.16 0.89 1.151
C -1.85 2.89 -0.48 1.091
O -1.90 4.10 -1.09 -0.275
C -2.09 5.05 -0.18 0.375
O -1.85 6.19 -0.38 -0.614
O -2.49 4.49 1.00 -0.405
H -1.44 2.90 1.54 -0.562
H -3.14 2.54 1.12 0.061
H -2.50 2.18 -0.99 -0.572
H -0.82 2.53 -0.58 -0.322
C 3.12 3.22 1.46 0.640
C 3.02 2.24 2.65 -0.229
O 1.80 2.60 3.30 -0.302
C 1.30 3.75 2.87 0.606
O 0.16 4.24 3.20 -0.602
O 2.20 4.24 1.94 -0.376
H 2.88 2.75 0.51 -0.551
H 4.08 3.70 1.32 0.321
H 3.80 2.39 3.40 0.279
H 3.06 1.24 2.22 0.190
C -4.03 -3.60 -0.44 -0.611
C -4.73 -2.59 0.58 0.828
O -5.65 -2.98 1.26 -0.726
N -4.07 -1.46 0.66 0.548
C -4.47 -0.41 1.52 -0.871
H -3.29 -4.35 -0.18 0.017
H -3.47 -2.92 -1.09 0.111
H -4.85 -4.14 -0.90 0.330
H -3.12 -1.46 0.32 -0.344
H -3.60 0.16 1.83 0.031
H -4.99 -0.79 2.41 0.416
H -5.15 0.32 1.08 0.255
C 1.94 -3.76 2.83 -0.646
C 3.05 -4.04 1.90 0.907
O 3.75 -5.07 2.12 -0.795
N 3.25 -3.31 0.81 0.102
C 4.27 -3.64 -0.23 -0.953
H 2.29 -3.34 3.78 0.292
H 1.38 -4.66 3.07 0.276
H 1.29 -3.02 2.36 -0.022
H 2.64 -2.52 0.73 -0.165
H 3.76 -3.87 -1.17 0.294
H 4.85 -4.51 0.07 0.422
H 4.98 -2.87 -0.54 0.143
C -1.14 -0.29 4.41 -0.741
C -2.22 0.76 4.50 0.828
O -3.34 0.35 4.84 -0.690
N -1.99 2.02 4.15 0.233
C -2.82 3.08 4.57 -1.063
H -0.13 0.11 4.34 0.165
H -1.24 -0.96 3.55 -0.043
H -1.29 -1.04 5.19 0.422
H -1.23 2.40 3.60 -0.058
H -2.46 4.10 4.46 0.252
H -3.01 3.04 5.64 0.348
H -3.72 3.03 3.96 0.339
C -3.62 1.48 -4.48 -1.006
C -3.02 0.49 -3.52 0.575
O -1.88 0.15 -3.79 -0.523
N -3.77 -0.07 -2.52 0.133
C -5.10 0.14 -2.17 -1.033
H -2.76 2.13 -4.63 0.067
H -4.46 2.04 -4.08 0.408
H -3.96 1.01 -5.41 0.290
H -3.29 -0.65 -1.85 0.043
H -5.42 0.91 -1.47 0.189
H -5.30 -0.77 -1.61 0.315
H -5.78 0.27 -3.01 0.410
C 0.06 4.29 -3.81 -1.536
C 0.50 3.10 -2.93 0.626
O 0.07 1.94 -3.17 -0.497
N 1.35 3.32 -1.92 0.732
C 2.21 4.43 -1.76 -1.075
H -0.27 5.07 -3.13 0.280
H -0.70 3.79 -4.42 0.283
H 0.98 4.60 -4.31 0.424
H 1.52 2.47 -1.40 -0.051
H 3.09 3.88 -1.42 0.242
H 1.75 5.15 -1.08 0.280
H 2.65 4.83 -2.67 0.350
C 1.10 -5.75 -1.85 -1.618
C 0.70 -4.39 -1.56 0.846
O 1.17 -3.50 -2.21 -0.520
N -0.26 -4.19 -0.65 0.499
C -0.87 -5.23 0.25 -1.315
H 0.16 -6.20 -2.16 0.397
H 1.45 -6.20 -0.92 0.332
H 1.96 -5.95 -2.50 0.296
H -0.44 -3.24 -0.37 0.046
H -0.21 -5.90 0.80 0.315
H -1.48 -5.94 -0.30 0.276
H -1.49 -4.54 0.83 0.515
C 6.08 -1.44 -2.83 -1.453
C 4.63 -0.90 -2.38 0.632
O 3.57 -1.42 -2.77 -0.528
N 4.57 0.09 -1.52 0.278
C 5.71 0.57 -0.72 -1.063
H 5.98 -2.33 -3.44 0.286
H 6.83 -1.54 -2.04 0.372
H 6.36 -0.66 -3.54 0.476
H 3.63 0.26 -1.18 0.123
H 6.02 0.03 0.18 0.225
H 5.48 1.59 -0.40 0.223
H 6.56 0.64 -1.40 0.508
```

Record 2
Entry from the Open Molecules 2025 dataset: a 8-piece molecular cluster, C29H61NO21 overall (ωB97M-V/def2-TZVPD).

For the orbital gap (alpha / beta), the calculation gives 8.8 / 2.9 eV. Its total charge is +1. The spin multiplicity is 2. The total energy comes out at -2775.8017 Ha.

Structure (XYZ):
```
112
Properties=species:S:1:pos:R:3:lowdin_spin:R:1
C 17.95 -6.70 -31.04 0.002
O 17.06 -5.54 -31.01 0.012
C 17.56 -4.48 -30.24 0.044
C 16.52 -3.36 -30.09 0.094
O 15.21 -3.83 -29.58 0.623
C 14.51 -2.74 -28.92 0.047
C 13.66 -1.99 -29.89 0.055
O 14.36 -1.37 -30.99 0.025
C 13.79 -0.20 -31.48 0.004
H 17.60 -7.41 -31.79 0.000
H 17.84 -7.11 -30.03 0.000
H 19.00 -6.50 -31.26 0.000
H 18.33 -3.96 -30.81 0.000
H 17.93 -4.75 -29.25 0.006
H 16.27 -3.11 -31.13 0.059
H 16.96 -2.48 -29.63 0.004
H 15.12 -2.06 -28.33 0.005
H 13.79 -3.08 -28.17 0.009
H 13.40 -1.12 -29.28 0.005
H 12.74 -2.49 -30.17 0.001
H 14.43 0.07 -32.32 0.000
H 13.77 0.51 -30.66 0.001
H 12.81 -0.36 -31.93 0.001
C 14.94 -12.98 -22.79 0.000
O 15.89 -12.01 -22.25 0.000
C 15.27 -10.93 -21.45 0.000
C 16.40 -10.05 -20.89 0.000
O 17.01 -9.18 -21.85 0.000
C 18.24 -8.78 -21.48 0.000
C 18.80 -8.00 -22.58 0.000
O 20.16 -7.68 -22.30 0.000
C 20.81 -6.78 -23.17 0.000
H 15.43 -13.73 -23.41 0.000
H 14.19 -12.54 -23.45 0.000
H 14.37 -13.55 -22.06 0.000
H 14.56 -11.33 -20.73 0.000
H 14.77 -10.22 -22.12 0.000
H 17.03 -10.83 -20.47 0.000
H 16.03 -9.56 -19.99 0.000
H 18.87 -9.63 -21.24 0.000
H 18.09 -8.13 -20.61 0.000
H 18.28 -7.04 -22.68 0.000
H 18.64 -8.55 -23.50 0.000
H 20.18 -5.89 -23.19 0.000
H 20.97 -6.99 -24.23 0.000
H 21.78 -6.51 -22.75 0.000
C 23.58 -9.92 -23.47 0.000
O 22.42 -10.53 -22.95 0.000
C 21.24 -10.51 -23.60 0.000
O 20.93 -9.83 -24.55 0.000
O 20.39 -11.39 -22.97 0.000
C 19.03 -11.60 -23.39 0.000
H 23.90 -10.25 -24.45 0.000
H 24.41 -9.89 -22.76 0.000
H 23.34 -8.87 -23.68 0.000
H 18.39 -11.34 -22.54 0.000
H 18.77 -12.62 -23.67 0.000
H 18.75 -10.91 -24.19 0.000
C 23.32 -5.29 -28.67 0.000
O 22.38 -6.13 -29.29 0.000
C 22.73 -7.11 -30.12 0.000
O 23.87 -7.36 -30.49 0.000
O 21.60 -7.69 -30.54 0.000
C 21.66 -8.60 -31.62 0.000
H 24.07 -5.93 -28.20 0.000
H 22.67 -4.64 -28.09 0.000
H 23.74 -4.65 -29.44 0.000
H 20.69 -8.97 -31.98 0.000
H 22.27 -9.43 -31.29 0.000
H 22.13 -8.13 -32.49 0.000
C 21.35 -3.49 -25.07 0.000
O 22.26 -3.81 -24.03 0.000
C 23.34 -3.07 -23.70 0.000
O 24.06 -3.31 -22.72 0.000
O 23.22 -1.79 -24.27 0.000
C 24.03 -0.75 -23.81 0.000
H 20.43 -4.05 -24.90 0.000
H 21.70 -3.83 -26.04 0.000
H 21.09 -2.43 -25.16 0.000
H 25.05 -1.07 -24.04 0.000
H 23.91 -0.71 -22.73 0.000
H 23.73 0.19 -24.26 0.000
C 18.70 -0.72 -25.67 0.000
O 19.71 -1.14 -26.50 0.000
C 19.55 -1.99 -27.50 0.000
O 18.53 -2.51 -27.91 0.001
O 20.78 -2.09 -28.16 0.000
C 20.97 -2.89 -29.30 0.000
H 19.14 0.05 -25.04 0.000
H 18.36 -1.53 -25.02 0.000
H 17.72 -0.39 -26.02 0.000
H 22.04 -3.00 -29.50 0.000
H 20.51 -2.40 -30.15 0.000
H 20.53 -3.88 -29.25 0.000
C 16.52 -14.65 -26.18 0.000
O 17.25 -13.45 -26.41 0.000
C 18.55 -13.42 -26.72 0.000
O 19.26 -14.41 -26.83 0.000
O 18.92 -12.12 -26.91 0.000
C 19.98 -11.79 -27.73 0.000
H 15.68 -14.82 -26.86 0.000
H 16.10 -14.66 -25.18 0.000
H 17.15 -15.51 -26.39 0.000
H 20.83 -12.41 -27.46 0.000
H 20.27 -10.74 -27.68 0.000
H 19.82 -11.98 -28.79 0.000
C 19.08 -8.03 -27.43 0.000
C 19.58 -6.72 -27.43 0.000
N 19.96 -5.64 -27.48 0.001
H 18.05 -7.97 -27.79 0.000
H 19.25 -8.34 -26.39 0.000
H 19.67 -8.61 -28.14 0.000
```

Which of these has the lowest spin multiplicity?
C29H61N7O15